(1)
Here is a single C10H13N molecule in a non-equilibrium geometry from the Open Molecules 2025 dataset. Energies are from ωB97M-V/def2-TZVPD.

The geometry in XYZ format:
```
24
Properties=species:S:1:pos:R:3:forces:R:3
H 3.31758 -1.76107 -0.38115 -0.2 1.6 0.3
H -1.28726 -1.69059 -1.17898 0.3 -0.1 0.7
H -2.64692 1.94811 -0.31252 -0.2 -0.5 0.6
C 1.86114 1.26835 0.36055 -3.8 -1.0 -1.3
C 0.20587 -0.52860 -0.16518 1.1 1.2 -0.6
C 0.47825 0.87442 0.03980 1.8 -1.9 1.4
H 2.10515 2.28475 0.53387 0.1 0.8 0.3
C 1.31871 -1.44555 -0.39322 -2.7 4.1 1.5
H -1.31939 -2.46266 1.33402 -0.6 -0.4 -0.9
H -3.05847 -0.11551 -0.98116 -0.5 -0.8 0.0
H -3.08493 -1.88912 0.86636 3.0 1.0 0.3
C 2.81827 0.32963 0.23906 1.6 0.3 -0.7
H -2.23490 0.96602 1.14046 0.2 -0.1 -0.8
H -1.55877 -0.97092 1.88364 -1.7 -0.4 -1.7
N -2.10944 0.11217 -0.79710 1.7 -2.3 -1.9
H -0.73757 2.59095 0.79273 0.8 -0.3 -0.4
C -1.91000 -1.60260 0.95614 0.9 -0.1 1.6
C 2.55435 -0.94426 -0.22453 2.0 -2.4 0.1
H 1.21717 -2.45397 -0.51654 -0.7 -2.4 -0.7
C -1.23210 -0.96536 -0.33920 -2.2 -2.0 -0.5
C -1.96979 1.13698 0.05077 -2.2 5.1 2.1
H -0.53190 2.32117 -0.93291 -0.2 1.2 -1.7
H 3.83375 0.68148 0.31286 0.4 -0.3 0.3
C -0.66596 1.83803 -0.02104 1.0 -0.5 2.1
```
Forces are in eV/Å.

## Properties
Structure (SMILES): C[C@H]1NCCc2ccccc21
Energy above the lowest of the compared OMol25 structures with the same formula, charge and spin: 46.2 kcal/mol
HOMO energy: -8.60 eV
LUMO: 0.96 eV
Energy: -12069.066 eV
HOMO-LUMO gap: 9.55 eV

=====

(2)
Here is a single C10H13N molecule in a non-equilibrium geometry from the Open Molecules 2025 dataset. Energies are from ωB97M-V/def2-TZVPD.

The geometry in XYZ format:
```
24
Properties=species:S:1:pos:R:3:forces:R:3
C 1.07254 -1.45313 -0.40716 -0.6 -1.0 -0.4
H -2.19169 -1.13701 -0.94656 0.0 0.0 0.1
C -0.43560 0.05229 -1.57684 -0.1 0.0 0.1
C 0.91715 1.02860 0.20344 -0.8 0.1 0.8
C 0.88181 0.38749 1.60681 0.4 -0.9 -0.2
H -0.76498 -0.90847 2.44729 0.2 0.1 -0.2
C -1.27881 -0.69240 -0.55986 0.5 0.0 1.2
C -0.35707 -0.51776 1.50913 -0.8 1.0 -1.4
H -0.60134 -0.33505 -2.58422 0.5 0.2 -0.1
C -0.55513 1.51930 0.03837 -0.1 1.2 -0.7
H 1.65324 1.83265 0.09517 -0.1 -0.2 0.0
H -2.33836 0.59007 1.03301 0.2 0.0 -0.2
H -0.71476 -2.49995 0.64013 0.6 -0.1 -0.5
H 1.77242 0.28745 -1.64260 0.0 -0.5 0.1
H 0.77570 1.12695 2.41212 0.0 -0.1 -0.3
H -0.81701 2.54308 0.37694 0.4 -0.7 0.3
H 1.77822 -0.22997 1.79685 -0.2 0.4 0.2
C -0.29093 -1.54575 0.29967 -0.3 0.0 0.8
H 1.10504 -2.14126 -1.27709 0.2 0.1 0.6
H 1.89772 -1.64857 0.27420 0.1 -0.1 -0.1
H -0.27974 2.00537 -2.02144 -0.3 0.2 0.8
C 1.00812 -0.04703 -0.93195 -0.4 1.2 -0.6
N -0.87683 1.44040 -1.39927 0.4 -0.4 -0.8
C -1.35971 0.34271 0.61387 0.0 -0.3 0.5
```
Forces are in eV/Å.

## Properties
Structure (SMILES): C1[C@@H]2[C@@H]3C[C@@H]4[C@H]1[C@H]1N[C@@H]4[C@@H]3[C@@H]21
Energy above the lowest of the compared OMol25 structures with the same formula, charge and spin: 15.7 kcal/mol
HOMO energy: -8.91 eV
LUMO: 1.00 eV
Energy: -12070.390 eV
HOMO-LUMO gap: 9.91 eV

=====

(3)
Here is a gas-phase ion, C10H13N2O (charge +1) in a non-equilibrium geometry from the Open Molecules 2025 dataset. Energies are from ωB97M-V/def2-TZVPD.

The geometry in XYZ format:
```
26
Properties=species:S:1:pos:R:3:forces:R:3
C -0.93873 -1.31792 1.65253 -0.8 -0.8 2.1
H 2.68833 1.32720 -0.07307 0.6 1.1 0.4
C 1.36063 -1.27898 0.68188 0.8 0.0 0.9
H 1.79200 2.19945 -1.43657 -0.7 -0.1 0.9
H 3.20271 1.56239 -1.79804 1.9 -1.1 -1.0
C -1.69666 1.80909 -1.97248 -1.9 1.0 2.2
C -3.05506 0.85868 -0.07683 -1.5 1.4 -1.3
H 3.45116 -1.32619 0.51593 2.5 1.9 -0.9
H 2.92043 -2.18163 1.99038 -0.4 0.4 -2.0
H -3.65351 -0.54797 1.55103 1.4 0.7 -1.0
C 1.20555 -0.44028 -0.30308 -3.1 1.5 0.0
C 2.43925 1.37842 -1.11430 -1.8 0.7 1.1
H 2.69137 -2.74039 0.29297 0.2 -3.7 -1.9
C 0.37371 -1.62522 1.65770 -1.2 -1.6 1.4
N -1.86369 1.02868 -0.75971 0.2 -1.3 1.4
C -2.88113 -0.10226 0.84862 -3.2 0.1 1.1
O 1.74421 0.13103 -1.27497 0.7 -0.7 -2.1
H -2.75223 1.70407 -2.37013 1.8 0.4 -0.9
N -1.59627 -0.47806 0.76109 2.3 0.5 -0.6
H -1.57096 2.83668 -1.52937 0.2 -0.6 -1.5
C -0.95357 0.25928 -0.20682 2.9 -2.3 0.6
H 0.75176 -2.36024 2.45486 -0.9 1.4 -1.2
H -0.82802 1.35721 -2.42540 -0.2 0.4 -1.0
H -3.88223 1.52668 -0.42358 0.5 -1.2 0.8
H -1.67663 -1.64481 2.47954 1.7 0.3 -1.4
C 2.72758 -1.93490 0.87780 -2.1 1.4 4.0
```
Forces are in eV/Å.

## Properties
Energy above the lowest of the compared OMol25 structures with the same formula, charge and spin: 139.6 kcal/mol
HOMO energy: -12.42 eV
LUMO: -3.00 eV
Net charge: +1
Energy: -15597.243 eV
HOMO-LUMO gap: 9.42 eV

=====

(4)
Here is a gas-phase ion, C10H13N2O (charge +1) in a non-equilibrium geometry from the Open Molecules 2025 dataset. Energies are from ωB97M-V/def2-TZVPD.

The geometry in XYZ format:
```
26
Properties=species:S:1:pos:R:3:forces:R:3
H -2.57830 1.77611 -1.20877 -1.0 1.1 -0.3
H -0.89784 1.47650 -1.16117 -1.2 -1.3 -0.5
H 4.06728 -1.07507 -0.72365 -1.8 1.3 0.6
C -1.23010 -0.81954 0.31021 -0.2 -1.6 0.5
H -1.33060 -2.78004 0.67294 0.0 0.7 0.2
N 0.42547 1.31153 0.78638 0.7 0.2 -0.1
H 2.80465 1.36893 -0.08477 0.7 -0.8 -0.5
C 2.39823 0.35938 -0.17639 0.6 0.0 -0.6
C 1.02359 0.35601 0.13987 -2.9 -0.2 1.4
H 2.27595 2.52426 1.39785 -2.7 -0.6 0.2
H -3.69823 -0.67067 1.00001 -0.7 -0.9 0.1
H -2.07897 0.49038 -2.25364 0.2 -0.4 -0.7
H 0.46277 3.20038 1.69938 1.5 -1.0 -1.2
H 2.71260 -2.90212 -0.26213 2.3 -3.7 -0.4
C -2.27150 0.02495 -0.15145 1.1 1.0 -2.6
H -4.27671 -0.13254 -0.58952 0.1 0.5 0.6
C 0.95313 -2.08455 0.14321 0.3 4.4 -1.4
N -3.54353 -0.26301 0.10174 1.5 0.7 -0.2
C 2.97252 -0.83590 -0.44086 2.9 0.1 -0.8
H 0.63340 -3.01188 0.32687 -1.8 -3.3 0.8
C 2.25059 -2.02782 -0.25785 -3.1 2.8 1.0
C 0.14047 -0.84546 0.12598 2.2 -0.7 0.0
C -1.90396 0.97085 -1.31663 0.6 0.5 2.3
H 1.38600 3.00607 0.10104 -0.7 0.7 -0.8
C 1.12600 2.53131 1.03087 1.4 1.6 1.8
O -1.82292 -1.94806 0.79046 -0.3 -1.2 0.5
```
Forces are in eV/Å.

## Properties
Structure (SMILES): C/N=C1\C=CC=C\C1=C(/O)C(C)=[NH2+]
Energy above the lowest of the compared OMol25 structures with the same formula, charge and spin: 113.9 kcal/mol
HOMO energy (alpha / beta): -11.95 / -11.89 eV
LUMO (alpha / beta): -5.37 / -5.51 eV
Net charge: +1
Energy: -15598.357 eV
HOMO-LUMO gap (alpha / beta): 6.58 / 6.38 eV